Below is 10 unconnected molecules or ions with the total composition H20O10, with properties calculated with ωB97M-V/def2-TZVPD.

```
30
H20O10 ωB97M-V/def2-TZVPD
H 0.665 2.339 -1.736
O 0.112 -0.333 -2.372
H -2.362 3.049 -0.857
H 1.911 -3.422 1.728
H -1.527 1.165 0.112
O 2.989 1.667 -0.036
O 1.094 -0.423 2.661
H -0.083 0.824 0.207
O -0.764 1.428 0.571
H 0.101 -0.628 -1.468
H 0.335 -1.119 -2.815
H 0.338 0.066 2.433
H -2.815 1.832 -1.649
H 1.390 -1.115 0.047
H 0.062 -1.642 0.575
H -1.953 0.647 2.353
O 0.430 -0.907 0.012
O -1.910 -0.242 2.597
O -1.375 -2.635 -2.115
H 2.478 1.430 -0.902
H 1.270 3.614 -2.536
H 0.621 -3.224 1.272
O 1.369 2.851 -1.993
H -1.827 -2.706 -2.914
H -1.135 -1.714 -1.917
H -2.747 -0.469 3.108
H 3.031 2.571 -0.126
O -2.978 2.297 -0.797
O 1.100 -3.929 1.758
H 1.706 0.303 2.803
```

As for the SMILES: O.O.O.O.O.O.O.O.O.O. The relative energy (zero: lowest compared OMol25 entry of this formula, charge and spin) comes out at 403.8 kJ/mol. The value obtained for the gap between HOMO and LUMO is 11.2 eV. The HOMO energy comes out at -0.4100 hartree. The multiplicity is 1.



Below is 11 unconnected molecules or ions with the total composition C37H51F4N5O14, with properties calculated with ωB97M-V/def2-TZVPD.

```
111
C37H51F4N5O14 ωB97M-V/def2-TZVPD
O 23.463 18.618 -16.349
H 21.233 16.724 -19.095
C 25.476 14.512 -19.280
H 23.723 11.571 -16.326
H 22.797 15.896 -22.677
O 22.358 10.080 -10.831
C 18.988 15.558 -12.775
H 22.875 8.111 -16.331
C 23.751 8.158 -18.317
O 16.166 9.661 -15.008
C 22.942 16.693 -10.776
H 20.512 10.479 -13.033
O 20.750 14.766 -21.936
C 27.134 11.623 -14.573
O 21.648 12.985 -22.305
H 23.984 12.414 -13.798
H 20.113 9.220 -19.239
H 23.657 18.202 -13.544
H 18.843 14.631 -12.239
C 26.685 15.492 -16.943
C 23.245 19.371 -17.531
N 19.652 17.972 -19.250
H 18.036 14.941 -14.507
H 20.761 8.890 -16.896
C 25.309 15.717 -17.242
H 24.164 17.754 -18.715
H 27.033 15.838 -15.981
C 20.155 16.604 -18.994
N 21.695 14.169 -22.300
N 23.148 15.642 -11.821
C 20.574 13.248 -18.616
F 25.715 10.963 -17.817
H 24.639 16.202 -16.547
O 21.479 12.053 -10.988
C 27.041 11.292 -15.901
H 20.185 13.858 -19.431
O 21.558 19.402 -15.328
H 22.270 19.025 -17.876
C 27.385 14.745 -17.919
C 23.440 8.424 -19.634
C 24.341 18.796 -18.449
N 21.838 10.988 -11.468
C 26.067 12.068 -13.858
C 21.500 14.753 -15.311
C 24.722 15.224 -18.384
H 25.297 18.974 -17.955
C 21.110 8.849 -19.050
H 17.140 11.766 -17.064
F 23.435 15.541 -18.594
C 21.436 8.745 -17.726
H 27.452 13.437 -19.465
H 28.419 14.535 -17.693
C 21.753 12.389 -18.987
H 23.234 14.628 -23.681
C 22.961 14.818 -22.643
C 24.793 12.011 -14.389
H 27.882 11.001 -16.513
O 21.049 14.115 -17.578
H 23.316 16.901 -14.651
C 18.934 18.161 -13.820
H 19.756 12.700 -18.148
H 24.415 19.362 -19.377
O 20.488 18.880 -19.426
H 23.235 20.424 -17.248
H 25.055 14.185 -20.219
O 20.553 12.633 -15.757
H 21.411 11.809 -19.844
C 22.558 18.667 -15.343
O 17.902 9.504 -16.299
H 22.593 13.036 -19.242
C 21.020 13.697 -16.272
F 24.407 8.409 -20.557
H 17.572 12.193 -15.352
H 21.705 15.665 -15.871
H 23.690 14.625 -21.857
H 15.920 12.021 -15.856
C 19.461 17.917 -12.613
H 21.795 11.699 -13.420
H 23.926 16.978 -10.403
C 22.724 8.324 -17.379
C 22.892 17.802 -14.209
N 17.045 10.137 -15.675
H 21.922 17.536 -13.790
H 19.836 16.247 -18.015
C 18.551 15.767 -14.039
O 22.254 14.786 -11.908
C 21.557 10.765 -12.912
C 18.484 17.050 -14.554
H 19.754 18.767 -12.014
H 20.777 14.931 -14.515
H 19.755 15.960 -19.777
C 26.809 14.177 -19.010
H 28.089 11.496 -14.085
H 19.925 16.586 -11.077
O 18.434 18.109 -19.346
H 22.202 11.617 -18.362
C 16.920 11.615 -16.007
H 24.749 7.918 -17.979
H 22.191 9.936 -13.228
C 19.603 16.677 -12.104
C 25.802 11.320 -16.505
H 22.446 16.288 -9.894
C 22.131 8.710 -20.035
H 22.449 14.441 -14.875
F 17.918 17.165 -15.786
O 24.204 15.726 -12.478
H 26.163 12.391 -12.832
H 21.850 8.839 -21.070
H 22.260 17.487 -11.079
C 24.645 11.563 -15.763
H 18.779 19.119 -14.294
```

The value obtained for the gap between HOMO and LUMO (spin up / spin down) is 6.1 / 2.0 eV. The HOMO energy (spin up / spin down) comes out at -0.3908 / -0.3908 hartree. Its total charge is +1. The multiplicity is 2. The expectation value of S² is 0.766.



Below is a molecular structure, C32H48As3BiF4N4OS5, with properties calculated with ωB97M-V/def2-TZVPD.

```
98
C32H48As3BiF4N4OS5 ωB97M-V/def2-TZVPD
H -0.455 4.666 2.042
H 0.952 -2.950 -1.702
C -1.363 -2.252 -3.929
N -2.762 -0.424 -1.415
S 1.401 1.172 -5.858
C 2.931 1.647 -5.096
H -0.177 -1.193 -5.402
H 3.367 -2.100 5.203
H 6.451 1.301 1.697
C -3.388 3.070 1.578
As 4.263 1.552 2.969
C -5.237 -0.451 -1.468
H 4.844 -1.655 4.341
C -2.750 -1.896 -1.366
C -2.978 5.181 2.897
H 0.803 -3.371 -3.390
C -2.512 4.050 2.035
C -5.271 2.150 -2.308
H -4.595 6.348 3.211
C 5.550 1.890 1.530
H -4.433 3.059 1.853
S -1.309 1.127 -4.574
H 3.185 -0.100 1.383
C -1.172 3.939 1.689
C 1.801 -1.488 -3.033
C 0.930 2.240 -3.495
C 3.012 -1.178 3.271
H -4.746 5.296 1.852
Bi -0.713 0.394 -1.239
F -2.951 2.244 -2.083
H 5.122 1.629 0.561
C 3.822 -1.341 4.564
C -0.844 -1.857 2.454
H 0.262 2.796 0.584
C -2.901 2.045 0.789
H 2.754 -1.952 -3.286
H -0.953 -2.159 3.496
N -0.614 -1.971 -2.677
H -0.419 -2.680 1.881
F -5.243 3.441 -2.660
H -3.425 -2.285 -2.130
C -1.370 -2.518 -1.552
S 2.682 2.381 -3.505
C 0.753 -2.533 -2.691
H -3.116 -2.264 -0.403
C -4.074 1.516 -2.050
H 2.726 2.345 1.088
H -0.428 1.789 3.745
H -3.552 1.251 0.452
H 1.849 2.336 2.641
H 2.133 -3.158 3.192
H 1.092 -4.799 1.283
S -2.011 5.863 4.030
F -5.335 -1.688 -0.934
H 0.227 -2.919 -5.272
C -0.771 2.895 0.884
F -7.568 -0.497 -1.575
H -0.771 -2.393 -0.642
H -1.526 -3.600 -1.680
H 1.804 0.354 4.167
H -0.926 0.279 4.531
H 2.833 -5.142 1.247
H 1.486 -0.888 -3.885
C 4.190 -2.811 -0.043
C -0.856 0.802 3.576
C -6.480 1.493 -2.195
H -1.860 0.924 3.168
H -1.262 -2.404 -6.044
As 0.253 -0.232 2.321
H 4.704 -0.724 2.026
H 2.985 3.639 2.280
H -1.832 -1.631 2.050
C -6.429 0.188 -1.760
As 2.396 -2.676 0.734
H -2.194 -1.546 -3.974
N -1.619 1.964 0.430
H -7.415 1.983 -2.415
H 1.184 -1.267 4.423
S 0.024 2.710 -2.110
H 5.824 2.944 1.525
C 2.024 -4.603 0.752
H 4.616 -1.822 -0.201
H 4.847 -3.392 0.605
O 4.009 1.501 -5.605
H -1.787 -3.265 -3.837
H 3.833 -3.111 2.747
C 2.883 -2.577 2.645
C 3.759 -0.246 2.306
C 1.644 -0.612 3.676
C 2.794 2.573 2.153
N -4.252 5.558 2.688
H 1.924 -4.973 -0.268
H 1.979 -0.816 -2.188
H 4.114 -3.309 -1.009
C -0.576 -2.185 -5.225
H 3.872 -0.407 5.126
C -3.986 0.169 -1.657
C 0.316 1.616 -4.541
```

The relative energy (zero: lowest compared OMol25 entry of this formula, charge and spin) comes out at 190.4 kJ/mol. The value obtained for the gap between HOMO and LUMO is 5.3 eV. The HOMO energy comes out at -0.2406 hartree. The multiplicity is 1.



Below is a molecular structure, C3H2InO3, with properties calculated with ωB97M-V/def2-TZVPD.

```
9
C3H2InO3 ωB97M-V/def2-TZVPD
C -0.532 -1.169 0.026
In 1.545 -1.132 -0.555
O -0.797 0.131 -0.030
C 0.322 0.851 -0.418
H -1.427 -2.779 0.319
O 1.253 2.418 1.273
O -1.580 -1.821 0.312
C 0.733 1.885 0.401
H 0.483 1.614 -1.328
```

The relative energy (zero: lowest compared OMol25 entry of this formula, charge and spin) comes out at 0.0 kJ/mol. The value obtained for the gap between HOMO and LUMO is 7.7 eV. The HOMO energy comes out at -0.9869 hartree. Its total charge is +3. The multiplicity is 1.